(1)
{
  "formula": "C14H14N2O2Pd",
  "method": "ωB97M-V with the def2-TZVPD basis set",
  "e_lumo_ha": [0.0027, -0.0303],
  "s_squared": 2.007,
  "gap_ev": [7.50, 7.61],
  "de_lowest_kcal_mol": 0.0,
  "molar_mass_g_mol": 348.70,
  "e_tot_ha": -929.6991,
  "multiplicity": 3,
  "elements": ["Pd", "N", "C", "C", "O", "O", "H", "H", "H", "H", "N", "C", "C", "C", "C", "C", "C", "C", "C", "C", "C", "C", "C", "H", "H", "H", "H", "H", "H", "H", "H", "H", "H"],
  "xyz": [[1.099, 1.358, -0.076], [0.204, 3.272, 0.682], [-0.051, 3.957, -0.612], [0.912, 3.565, -1.756], [0.827, 4.282, -2.739], [1.583, 2.503, -1.646], [-0.696, 3.113, 1.159], [0.805, 3.797, 1.298], [-0.116, 5.003, -0.486], [-1.008, 3.594, -0.939], [1.549, -0.160, 1.412], [1.441, -1.496, 0.965], [2.554, -2.293, 1.031], [2.560, -3.595, 0.572], [1.390, -4.085, 0.034], [0.259, -3.272, -0.091], [0.266, -1.967, 0.374], [-0.897, -1.099, 0.014], [-2.179, -1.642, 0.036], [-3.292, -0.875, -0.322], [-3.119, 0.427, -0.731], [-1.867, 1.003, -0.745], [-0.754, 0.260, -0.329], [2.448, 0.039, 1.808], [0.764, 0.114, 2.002], [3.493, -1.837, 1.397], [3.498, -4.207, 0.585], [1.356, -5.148, -0.305], [-0.647, -3.657, -0.579], [-2.395, -2.657, 0.416], [-4.238, -1.346, -0.294], [-3.953, 1.008, -1.051], [-1.795, 2.041, -1.086]],
  "lowdin_charge": [0.94, -0.04, -0.16, -0.69, 0.04, -0.15, 0.10, 0.08, 0.10, 0.08, -0.01, -0.27, -0.05, -0.09, -0.09, -0.03, -0.14, -0.21, -0.05, -0.09, -0.10, -0.12, -0.11, 0.09, 0.11, 0.12, 0.12, 0.12, 0.12, 0.12, 0.09, 0.10, 0.07]
}

***

(2)
{
  "formula": "C15H30FO15Tl",
  "method": "ωB97M-V with the def2-TZVPD basis set",
  "e_lumo_ha": -0.4785,
  "gap_ev": 3.08,
  "de_lowest_kcal_mol": 38.2,
  "molar_mass_g_mol": 673.77,
  "total_charge": 2,
  "e_tot_ha": -1989.6642,
  "elements": ["Tl", "F", "C", "O", "C", "O", "O", "C", "H", "H", "H", "H", "H", "H", "C", "O", "C", "O", "O", "C", "H", "H", "H", "H", "H", "H", "C", "O", "C", "O", "O", "C", "H", "H", "H", "H", "H", "H", "C", "O", "C", "O", "O", "C", "H", "H", "H", "H", "H", "H", "C", "O", "C", "O", "O", "C", "H", "H", "H", "H", "H", "H"],
  "xyz": [[2.606, 1.245, 0.420], [0.230, -0.286, -0.201], [-2.081, 1.419, 0.713], [-2.015, 2.672, 0.054], [-0.829, 3.183, -0.236], [0.207, 2.779, 0.260], [-0.971, 4.137, -1.100], [0.002, 5.189, -1.181], [-1.438, 1.295, 1.585], [-1.766, 0.588, 0.068], [-3.122, 1.240, 0.961], [-0.335, 6.053, -0.616], [0.033, 5.471, -2.233], [1.027, 4.910, -0.947], [-2.142, -1.728, -0.947], [-2.551, -2.880, -0.295], [-2.560, -2.869, 1.038], [-2.427, -1.859, 1.697], [-2.789, -4.077, 1.471], [-2.890, -4.304, 2.874], [-2.684, -0.879, -0.501], [-2.222, -1.652, -2.025], [-1.141, -1.412, -0.594], [-3.449, -3.584, 3.472], [-1.874, -4.413, 3.249], [-3.468, -5.205, 3.073], [0.804, 3.178, -5.813], [1.524, 2.945, -4.597], [1.046, 2.184, -3.652], [1.509, 2.140, -2.521], [-0.128, 1.668, -3.966], [-0.707, 0.636, -3.163], [0.240, 2.312, -6.155], [1.441, 3.488, -6.635], [0.045, 3.937, -5.619], [0.029, -0.109, -2.873], [-1.469, 0.143, -3.765], [-1.248, 1.018, -2.298], [0.752, -3.441, -0.471], [2.096, -3.859, -0.515], [3.066, -2.962, -0.523], [2.929, -1.750, -0.454], [4.264, -3.466, -0.602], [4.512, -4.869, -0.358], [0.153, -4.342, -0.348], [0.434, -3.001, -1.420], [0.478, -2.719, 0.298], [4.472, -4.954, 0.727], [5.520, -5.141, -0.658], [3.836, -5.522, -0.902], [-0.648, -0.638, 3.243], [-0.557, 0.483, 4.107], [0.324, 1.440, 3.839], [1.017, 1.467, 2.829], [0.259, 2.344, 4.765], [1.047, 3.520, 4.603], [-0.445, -0.337, 2.213], [-1.692, -0.952, 3.250], [-0.059, -1.497, 3.564], [0.569, 4.318, 5.168], [1.199, 3.901, 3.595], [2.036, 3.409, 5.047]],
  "lowdin_charge": [1.25, -0.26, 0.02, 0.10, -0.59, 0.03, 0.06, 0.02, 0.10, 0.06, 0.13, 0.11, 0.11, 0.10, 0.01, 0.11, -0.56, 0.11, 0.07, 0.01, 0.12, 0.13, 0.08, 0.11, 0.11, 0.11, 0.00, 0.06, -0.58, 0.08, 0.02, -0.01, 0.10, 0.11, 0.11, 0.10, 0.11, 0.09, -0.03, 0.05, -0.58, 0.07, 0.05, 0.02, 0.11, 0.11, 0.08, 0.11, 0.11, 0.10, -0.04, 0.04, -0.60, -0.03, 0.07, -0.01, 0.06, 0.08, 0.11, 0.11, 0.09, 0.11]
}

***

(3)
{
  "formula": "C5H6O2",
  "method": "ωB97M-V with the def2-TZVPD basis set",
  "e_lumo_ha": 0.0083,
  "gap_ev": 9.97,
  "de_lowest_kcal_mol": 39.2,
  "molar_mass_g_mol": 98.10,
  "smiles": "O=C1C=CCCO1",
  "e_tot_ha": -344.5394,
  "elements": ["O", "C", "C", "C", "C", "C", "O", "H", "H", "H", "H", "H", "H"],
  "xyz": [[0.911, -2.304, 1.315], [0.302, -1.473, 0.609], [-0.568, -0.568, 1.309], [-0.744, 0.711, 0.821], [-0.062, 1.139, -0.485], [0.404, -0.119, -1.355], [0.926, -1.102, -0.552], [-1.129, -0.911, 2.253], [-1.416, 1.387, 1.333], [-0.469, 1.996, -1.075], [1.029, 1.368, -0.149], [-0.347, -0.544, -1.965], [1.165, 0.420, -2.060]],
  "lowdin_charge": [0.08, -0.44, -0.02, -0.04, -0.13, -0.21, 0.01, 0.15, 0.10, 0.12, 0.14, 0.10, 0.15]
}